34
Properties=species:S:1:pos:R:3:nbo_charge:R:1 method="wB97M-V/def2-TZVPD" e_lumo_ha=-0.025 gap_ev=9.22 fmax_ev_per_a=2.17 homo_energy_ev=-9.909
Rb 1.4844 -1.3471 -0.5234 0.9741
C 2.5373 -1.3220 3.1143 0.6975
F 3.2821 -1.3051 4.2078 -0.2939
F 3.3524 -1.1950 2.0462 -0.3390
F 1.9160 -2.5093 3.0099 -0.3166
S 1.3239 0.0277 3.2282 2.2444
O 0.7512 -0.1656 4.5015 -0.8930
O 2.0674 1.2146 2.9462 -0.9197
N 0.3625 -0.3162 1.9180 -1.3070
S -1.1663 -0.3958 2.4471 2.2480
O -1.4690 -1.6202 3.1128 -0.9218
O -1.6114 0.8240 3.0105 -0.9173
C -2.0653 -0.5349 0.8564 0.7120
F -1.6843 -1.6432 0.1875 -0.3479
F -3.3595 -0.5961 1.0668 -0.2896
F -1.7955 0.5074 0.0535 -0.3190
C 0.9166 4.1129 -0.5565 -0.6221
C 0.4809 3.0551 0.4322 -0.0650
O 1.0733 1.8048 0.0241 -0.7871
H 0.4532 5.0731 -0.3354 0.2117
H 0.5968 3.8384 -1.5676 0.2010
H 2.0027 4.1861 -0.5644 0.2098
H -0.6060 2.9598 0.4619 0.1663
H 0.8594 3.3155 1.4246 0.1788
H 0.7720 1.1608 0.6840 0.4893
C -1.7877 -1.6725 -4.4623 -0.6333
C -0.6046 -2.4424 -3.9043 -0.0629
O -0.3831 -2.1418 -2.5068 -0.7694
H -1.9898 -2.0172 -5.4761 0.2183
H -1.5615 -0.6050 -4.4975 0.2161
H -2.6755 -1.7947 -3.8436 0.2130
H 0.3000 -2.2064 -4.4585 0.1782
H -0.7953 -3.5155 -4.0035 0.1667
H -0.9774 -2.7338 -2.0337 0.4792